Density functional theory data (ωB97M-V/def2-TZVPD) for C3H8N2OS2 in the gas phase at a distorted geometry.

Values from the calculation:
Energy above the lowest of the compared OMol25 structures with the same formula, charge and spin   85.1 kcal per mole
E_HOMO   -0.345 Ha
Electronic energy   -29935.7820 eV
Frontier orbital gap   0.333 Eh

Geometry as ORCA input:
```
! wB97M-V def2-TZVPD RIJCOSX def2/J DEFGRID3
* xyz 0 1
C 0.70482 0.48192 0.27045
C 0.88046 -0.96450 -1.82857
C 1.11382 0.38086 -1.21759
N 0.57731 1.65303 0.66029
N -2.05085 -0.57591 0.98457
O 0.50667 -0.64686 0.94517
S -1.36615 0.92041 3.08119
S -0.85279 -0.83494 1.89415
H -0.04918 -1.32134 -1.60267
H 1.51185 -1.67976 -1.42928
H 0.89183 -0.90617 -2.87589
H 2.15804 0.60170 -1.23937
H 0.65715 1.22044 -1.83340
H 0.06753 1.86082 1.51546
H -2.16203 -1.16499 0.22818
H -2.58848 0.97528 2.44732
*
```

Atom charges from the Mulliken analysis, given in e for atoms 1 to 8: 0.45, -1.27, -0.19, -0.55, -0.58, -0.32, -0.34, 0.50

---

Density functional theory data (ωB97M-V/def2-TZVPD) for C3H8N2OS2 in the gas phase at a distorted geometry.

Values from the calculation:
Energy above the lowest of the compared OMol25 structures with the same formula, charge and spin   89.7 kcal per mole
E_HOMO   -0.321 Ha
Electronic energy   -29935.5823 eV
Frontier orbital gap   0.333 Eh

Geometry as ORCA input:
```
! wB97M-V def2-TZVPD RIJCOSX def2/J DEFGRID3
* xyz 0 1
C -1.69206 0.85876 1.14424
C 0.33955 0.30174 -0.05110
C 1.25269 -1.95486 0.63375
H -2.10630 1.67832 0.51855
H -1.11282 1.32416 1.91264
H -2.46585 0.21622 1.85827
H -1.80805 -0.05986 -1.74176
H 2.12363 -2.20291 1.10002
H 1.06032 -2.59680 -0.24115
H 0.39243 -1.91215 1.39401
H 2.66424 0.75653 -0.46018
N -0.91116 -0.15534 0.50814
N 1.33256 -0.59642 0.18809
O 2.57985 -0.27699 -0.40671
S -1.88419 -0.95392 -0.74356
S 0.52562 1.89398 -0.27655
*
```

Atom charges from the Mulliken analysis, given in e for atoms 1 to 8: -1.00, 0.27, -0.87, 0.34, 0.50, 0.25, 0.15, 0.32

---

Density functional theory data (ωB97M-V/def2-TZVPD) for C3H8N2S in the gas phase at a distorted geometry.

Values from the calculation:
Energy above the lowest of the compared OMol25 structures with the same formula, charge and spin   39.2 kcal per mole
E_HOMO   -0.318 Ha
Electronic energy   -17055.0308 eV
Frontier orbital gap   0.346 Eh

Geometry as ORCA input:
```
! wB97M-V def2-TZVPD RIJCOSX def2/J DEFGRID3
* xyz 0 1
C 2.10197 1.19936 0.32386
C 0.64848 0.80002 0.12789
C -0.54019 -1.17581 -0.28251
H 2.68720 1.01787 -0.56551
H 2.49450 0.58910 1.11657
H 2.11930 2.28671 0.46233
H 0.12444 1.08612 1.04816
H 0.13594 1.35147 -0.69678
H -0.50298 -2.29219 -0.38975
H -1.85027 0.38354 -0.18878
H -3.02657 -2.54623 0.11845
N 0.57775 -0.63285 -0.13434
N -1.80116 -0.60739 -0.25323
S -3.16841 -1.45971 -0.68635
*
```

Atom charges from the Mulliken analysis, given in e for atoms 1 to 8: -1.27, -0.30, 0.08, 0.32, 0.33, 0.36, 0.32, 0.33

---

Density functional theory data (ωB97M-V/def2-TZVPD) for C3H8N2S in the gas phase at a distorted geometry.

Values from the calculation:
Energy above the lowest of the compared OMol25 structures with the same formula, charge and spin   115.6 kcal per mole
E_HOMO   -0.280 Ha
Electronic energy   -17051.7179 eV
Frontier orbital gap   0.312 Eh

Geometry as ORCA input:
```
! wB97M-V def2-TZVPD RIJCOSX def2/J DEFGRID3
* xyz 0 1
C -2.25686 -0.63464 -0.00629
C 0.45130 -0.79902 0.07960
C 2.41020 0.85934 0.02010
H -3.11446 -0.13131 -0.70858
H -2.59804 -0.91491 1.25079
H -1.87025 -1.73258 -0.60481
H -1.72342 1.43594 -0.56296
H -0.08458 -1.82199 0.14715
H 3.54049 0.82972 0.05861
H 2.45771 1.19600 1.10300
H 2.07846 1.61883 -0.74535
N -1.36681 0.60523 0.08323
N -0.06412 0.38771 -0.04450
S 2.14038 -0.89832 -0.06998
*
```

Atom charges from the Mulliken analysis, given in e for atoms 1 to 8: -0.66, 0.05, -0.81, 0.27, 0.22, 0.24, 0.28, 0.13

---

Density functional theory data (ωB97M-V/def2-TZVPD) for a 2-piece molecular cluster, C3H8N2S overall at a distorted geometry.

Values from the calculation:
Energy above the lowest of the compared OMol25 structures with the same formula, charge and spin   136.3 kcal per mole
E_HOMO   -0.323 Ha
Electronic energy   -17050.8178 eV
Frontier orbital gap   0.302 Eh

Geometry as ORCA input:
```
! wB97M-V def2-TZVPD RIJCOSX def2/J DEFGRID3
* xyz 0 1
C 1.11053 -1.28228 0.03624
C -0.49751 1.24643 -0.72515
C -0.93276 1.02615 0.70910
H 0.62645 -2.04055 -0.67760
H 0.43607 -0.93750 0.90170
H 1.80886 -1.97784 0.46906
H 2.32828 0.02787 -1.25156
H -1.30909 1.75859 -1.46565
H -0.15696 0.80517 1.39783
H -1.27574 1.99652 0.93010
H -1.71676 -1.42368 1.10087
N 1.55917 0.11962 -0.42483
N 0.51387 0.60636 -1.34374
S -2.49442 0.07514 0.34363
*
```

Atom charges from the Mulliken analysis, given in e for atoms 1 to 8: -0.53, 0.04, -0.78, 0.28, 0.03, 0.34, 0.32, 0.29

---

Density functional theory data (ωB97M-V/def2-TZVPD) for a 2-piece molecular cluster, C3H8N2S overall at a distorted geometry.

Values from the calculation:
Energy above the lowest of the compared OMol25 structures with the same formula, charge and spin   45.0 kcal per mole
E_HOMO (spin up / spin down)   -0.200 / -0.319 Ha
<S²>   2.0207
Electronic energy   -17050.1143 eV
Frontier orbital gap (spin up / spin down)   0.224 / 0.258 Eh

Geometry as ORCA input:
```
! wB97M-V def2-TZVPD RIJCOSX def2/J DEFGRID3
* xyz 0 3
C 1.01550 0.92314 0.25624
C 1.15086 0.25648 -0.89196
C -0.62137 -1.33217 -0.78026
N 0.33394 1.98666 0.72950
N -1.68614 -0.64191 -0.31521
S -1.92066 -0.67454 1.32436
H 1.29224 0.23631 1.03900
H 2.01178 -0.50268 -0.99353
H 0.83258 0.70905 -1.82365
H -0.25972 -2.32426 -0.32388
H -0.65957 -1.40787 -1.91363
H -0.11057 1.98301 1.74195
H -0.20394 2.60556 0.19402
H -1.17493 -1.81678 1.75705
*
```

Atom charges from the Mulliken analysis, given in e for atoms 1 to 8: -0.15, -0.57, -0.67, -0.36, -0.25, -0.07, 0.27, 0.25

---

Density functional theory data (ωB97M-V/def2-TZVPD) for C3H8N2S2 in the gas phase at a distorted geometry.

Values from the calculation:
Energy above the lowest of the compared OMol25 structures with the same formula, charge and spin   72.2 kcal per mole
E_HOMO   -0.315 Ha
Electronic energy   -27888.5673 eV
Frontier orbital gap   0.340 Eh

Geometry as ORCA input:
```
! wB97M-V def2-TZVPD RIJCOSX def2/J DEFGRID3
* xyz 0 1
C -2.66064 -0.67525 -0.39291
C 0.78946 0.10907 0.08044
C 1.36391 0.85385 1.25562
N -1.42413 -0.96692 -0.37742
N -0.61271 -0.08300 0.24964
S 1.73816 -1.57500 -0.06285
S 1.19445 1.14466 -1.45575
H -2.95183 0.18672 0.21350
H -3.32152 -1.26755 -1.00228
H 1.12655 1.87237 0.91241
H 2.35140 0.59051 1.20818
H 0.74128 0.53800 2.14690
H 1.56579 -1.44224 -1.39728
H -1.21552 0.65204 0.73999
H 1.31533 0.06273 -2.11820
*
```

Atom charges from the Mulliken analysis, given in e for atoms 1 to 8: -0.34, 0.16, -1.42, -0.59, 0.31, -0.11, -0.10, 0.19

---

Density functional theory data (ωB97M-V/def2-TZVPD) for C3H8N2S2 in the gas phase at a distorted geometry.

Values from the calculation:
Energy above the lowest of the compared OMol25 structures with the same formula, charge and spin   25.8 kcal per mole
E_HOMO   -0.338 Ha
Electronic energy   -27890.5776 eV
Frontier orbital gap   0.363 Eh

Geometry as ORCA input:
```
! wB97M-V def2-TZVPD RIJCOSX def2/J DEFGRID3
* xyz 0 1
C 0.78511 -2.12605 -0.02322
C 0.12155 0.04407 0.33222
C 0.40953 1.46449 0.70883
H 0.02323 -2.62346 0.56670
H 0.41003 -2.09970 -1.06839
H 1.67584 -2.74502 0.02957
H -0.42148 1.84005 1.25265
H 1.32963 1.45607 1.28650
H 1.44444 2.03557 -1.45924
H -1.41036 -1.17898 -0.42650
H -2.33750 1.55549 -0.99150
N 1.08592 -0.77542 0.40808
N -1.17492 -0.26662 -0.06905
S 0.57863 2.68431 -0.68136
S -2.51964 0.73520 0.13471
*
```

Atom charges from the Mulliken analysis, given in e for atoms 1 to 8: -0.96, 0.77, -0.81, 0.34, 0.33, 0.27, 0.42, 0.32

---

Density functional theory data (ωB97M-V/def2-TZVPD) for C3H8N2S3 in the gas phase at a distorted geometry.

Values from the calculation:
Energy above the lowest of the compared OMol25 structures with the same formula, charge and spin   32.8 kcal per mole
E_HOMO   -0.307 Ha
Electronic energy   -38724.4282 eV
Frontier orbital gap   0.307 Eh

Geometry as ORCA input:
```
! wB97M-V def2-TZVPD RIJCOSX def2/J DEFGRID3
* xyz 0 1
C -1.54127 0.08085 -0.99820
C -1.16797 -0.84711 0.30303
C -1.14535 1.44525 -0.64580
N -0.32679 -0.04334 1.23920
N 2.79851 -1.16622 1.26395
S 2.47917 -0.94548 -0.39272
S 1.97541 1.26182 -0.61417
S 0.11490 1.30300 0.60349
H -0.99331 -0.32418 -1.89245
H -2.62544 0.00309 -1.18023
H -2.10755 -1.26399 0.80002
H -0.54244 -1.72572 -0.15739
H -0.71091 2.14486 -1.50174
H -1.99999 1.86581 -0.20078
H 2.01500 -0.87159 1.88412
H 3.77802 -0.91706 1.48969
*
```

Atom charges from the Mulliken analysis, given in e for atoms 1 to 8: -0.56, -0.31, -0.46, -0.43, -0.43, -0.03, -0.24, 0.24

---

Density functional theory data (ωB97M-V/def2-TZVPD) for an isolated ion of composition C3H8N3 and charge +1 at a distorted geometry.

Values from the calculation:
Energy above the lowest of the compared OMol25 structures with the same formula, charge and spin   53.6 kcal per mole
E_HOMO (spin up / spin down)   -0.374 / -0.547 Ha
<S²>   2.0080
Electronic energy   -7697.7345 eV
Frontier orbital gap (spin up / spin down)   0.267 / 0.229 Eh

Geometry as ORCA input:
```
! wB97M-V def2-TZVPD RIJCOSX def2/J DEFGRID3
* xyz 1 3
C -1.23406 0.67593 0.15348
C 0.48332 -1.25763 0.25767
C 1.09892 -0.03657 -0.35495
N -0.10557 0.12822 0.55687
N -2.33215 0.12809 -0.17188
N 2.25328 0.49463 -0.00869
H -1.06615 1.77449 0.19276
H -0.07455 -1.96389 -0.25303
H 0.97670 -1.60166 1.07219
H 0.89244 0.13712 -1.40979
H -2.34483 -0.92430 -0.35258
H 2.41953 1.47034 -0.24434
H 2.28856 0.44614 0.96333
H -3.25545 0.52908 -0.40105
*
```

Atom charges from the Mulliken analysis, given in e for atoms 1 to 8: -0.17, -0.54, 0.18, -0.17, -0.27, -0.46, 0.36, 0.34

---

Density functional theory data (ωB97M-V/def2-TZVPD) for a 2-piece molecular cluster, C3H8N3O overall at a distorted geometry.

Values from the calculation:
Energy above the lowest of the compared OMol25 structures with the same formula, charge and spin   112.0 kcal per mole
E_HOMO (spin up / spin down)   -0.543 / -0.514 Ha
Electronic energy   -9747.6065 eV
Frontier orbital gap (spin up / spin down)   0.313 / 0.242 Eh

Geometry as ORCA input:
```
! wB97M-V def2-TZVPD RIJCOSX def2/J DEFGRID3
* xyz 1 1
C -0.87772 1.64294 -0.27085
C 0.60690 -2.43172 0.12031
C 1.86787 -1.59369 0.25151
N -1.92024 2.46284 -0.11514
N -0.57096 0.69514 0.55011
N 0.74491 -1.17964 -0.44116
O -0.10256 1.90340 -1.29720
H 0.42282 -3.21307 -0.61753
H 0.10705 -2.62202 1.06169
H 2.08504 -1.28856 1.26817
H 2.76169 -1.66767 -0.36720
H -2.53422 2.38762 0.67944
H -1.97486 3.29064 -0.68899
H -1.22282 0.36854 1.24613
H 0.60710 1.24523 -1.37930
*
```

Atom charges from the Mulliken analysis, given in e for atoms 1 to 8: 0.73, -0.28, -0.18, -0.35, -0.44, -0.13, -0.44, 0.26

---

Density functional theory data (ωB97M-V/def2-TZVPD) for an isolated ion of composition C3H8N3O and charge +1 at a distorted geometry.

Values from the calculation:
Energy above the lowest of the compared OMol25 structures with the same formula, charge and spin   38.3 kcal per mole
E_HOMO   -0.547 Ha
Electronic energy   -9750.8026 eV
Frontier orbital gap   0.346 Eh

Geometry as ORCA input:
```
! wB97M-V def2-TZVPD RIJCOSX def2/J DEFGRID3
* xyz 1 1
C -0.32603 0.25510 0.29376
C -1.65289 0.90489 0.61879
C 0.73823 -0.87057 -1.90750
N -1.90472 1.30794 1.92744
N -0.38471 -0.51613 -1.04683
N 0.66340 0.25541 1.16594
O -2.38890 1.14743 -0.33867
H 1.55395 -1.66076 -1.48669
H 0.21561 -1.42161 -2.61663
H 1.38837 -0.11984 -2.25603
H -1.41460 0.77300 2.64054
H -2.85652 1.62429 1.93852
H -1.32085 -0.35681 -1.42230
H 0.41758 0.56773 2.10220
H 1.42836 -0.34551 0.96858
*
```

Atom charges from the Mulliken analysis, given in e for atoms 1 to 8: 0.43, 0.49, -0.84, -0.44, -0.16, -0.24, -0.54, 0.27